Entry 1:
Density functional theory data (ωB97M-V/def2-TZVPD) for a single C5H4N2O molecule at a distorted geometry.

SMILES string: c1cc2nocc2[nH]1
HOMO energy: -8.50 eV
energy relative to the best compared isomer or geometry (same formula, charge and spin): 3.928 eV

```
! wB97M-V def2-TZVPD RIJCOSX def2/J DEFGRID3
* xyz 0 1
C 1.727 -0.146 -0.042
C 0.998 -1.274 0.007
C -0.374 -0.837 0.094
N -1.670 -1.314 -0.049
O -2.438 -0.327 -0.111
C -1.833 0.904 0.005
C -0.449 0.592 0.134
N 0.902 0.946 -0.253
H 2.766 -0.085 0.061
H 1.541 -2.289 -0.200
H -2.348 1.843 -0.062
H 1.177 1.988 0.416
*
```

Entry 2:
Density functional theory data (ωB97M-V/def2-TZVPD) for C48H26F9N6O7SY as an isolated structure at a distorted geometry.

HOMO energy: -1.60 eV
energy relative to the best compared isomer or geometry (same formula, charge and spin): 1.880 eV

```
! wB97M-V def2-TZVPD RIJCOSX def2/J DEFGRID3
* xyz -2 1
Y 0.501 1.186 1.072
O 1.692 2.770 -0.450
C 1.337 3.244 -1.518
C 0.286 2.778 -2.392
C 0.089 3.482 -3.578
C -0.887 3.095 -4.465
C -1.721 1.994 -4.177
C -1.547 1.286 -3.028
C -0.520 1.625 -2.086
O -0.337 0.917 -1.057
N -1.051 3.817 -5.703
O -0.280 4.734 -5.953
O -1.904 3.431 -6.489
H 1.877 4.134 -1.896
H 0.705 4.342 -3.807
H -2.498 1.732 -4.881
H -2.184 0.450 -2.774
O 2.335 -0.495 2.111
S 3.545 -1.359 1.992
C 4.132 -1.537 3.718
C 5.531 -0.941 3.811
C 5.521 0.258 2.868
C 4.943 -0.271 1.563
H 4.056 -2.579 4.023
H 3.401 -0.937 4.265
H 6.280 -1.670 3.487
H 5.764 -0.659 4.839
H 6.514 0.685 2.720
H 4.872 1.039 3.264
H 5.662 -0.889 1.017
H 4.536 0.488 0.896
O -1.382 0.977 2.848
C -1.626 -0.152 2.413
N -0.787 -0.749 1.521
C -1.289 -1.988 1.194
O -0.766 -2.813 0.462
C -2.582 -2.179 1.945
C -3.509 -3.198 1.931
C -4.637 -3.053 2.735
C -4.819 -1.923 3.529
C -3.883 -0.890 3.526
C -2.775 -1.048 2.721
H -3.378 -4.063 1.293
H -5.411 -3.809 2.715
H -5.722 -1.830 4.120
H -4.032 0.013 4.104
C 1.966 -0.122 -0.423
C 2.357 -1.014 -1.215
C 2.742 -1.996 -2.048
C 1.877 -3.158 -2.243
C 0.858 -3.395 -1.312
C -0.031 -4.436 -1.507
C 0.089 -5.248 -2.626
C 1.090 -5.013 -3.564
C 1.979 -3.971 -3.380
C 4.048 -1.862 -2.724
C 4.477 -0.601 -3.144
C 5.717 -0.449 -3.739
C 6.552 -1.547 -3.899
C 6.142 -2.800 -3.465
C 4.892 -2.961 -2.888
H 0.729 -2.727 -0.468
H -0.837 -4.577 -0.800
H -0.617 -6.054 -2.784
H 1.157 -5.628 -4.452
H 2.726 -3.759 -4.133
H 3.821 0.249 -2.999
H 6.034 0.530 -4.074
H 7.525 -1.425 -4.357
H 6.798 -3.654 -3.574
H 4.575 -3.934 -2.536
F -5.613 3.986 2.930
C -5.489 2.992 2.030
C -6.553 2.121 1.895
F -7.642 2.360 2.656
C -6.556 1.030 1.020
C -5.373 0.926 0.281
C -4.327 1.820 0.391
F -3.253 1.612 -0.403
C -4.324 2.899 1.272
C -3.216 3.861 1.375
C -1.908 3.474 1.155
N -0.802 3.170 0.939
C -3.439 5.228 1.646
N -3.603 6.356 1.847
F -5.208 -0.105 -0.572
C -7.651 0.081 0.932
C -7.780 -0.861 -0.110
N -7.949 -1.649 -0.944
C -8.572 -0.102 1.983
N -9.346 -0.311 2.822
F 0.907 3.205 3.717
C 1.760 2.379 2.993
F 2.325 1.538 3.978
C 2.923 3.303 2.626
F 2.503 4.404 1.996
F 3.786 2.670 1.783
F 3.685 3.718 3.670
*
```

Entry 3:
Density functional theory data (ωB97M-V/def2-TZVPD) for a 11-piece molecular cluster, C21H63N17O11 overall at a distorted geometry.

SMILES string: CC1(C)CCCC(C)(C)N1O.NC(N)=O.NC(N)=O.NC(N)=O.NC(N)=O.NC(N)=O.NC(N)=O.NC(N)=O.NC(N)=O.CCO.CCO
HOMO energy: -8.44 eV

```
! wB97M-V def2-TZVPD RIJCOSX def2/J DEFGRID3
* xyz 0 1
C -4.772 9.338 -1.958
C -4.530 8.476 -0.692
C -4.986 9.254 0.548
C -5.453 7.239 -0.665
C -5.059 6.064 -1.569
C -3.621 5.721 -1.279
C -2.647 6.895 -1.333
C -1.275 6.424 -0.819
C -2.422 7.346 -2.804
N -3.169 7.980 -0.440
O -2.288 9.083 -0.366
H -5.681 9.916 -1.790
H -3.997 10.096 -2.073
H -4.872 8.667 -2.810
H -4.812 8.799 1.524
H -4.392 10.165 0.613
H -6.051 9.477 0.480
H -5.418 6.914 0.375
H -6.456 7.572 -0.933
H -5.736 5.250 -1.308
H -5.288 6.359 -2.593
H -3.222 5.026 -2.018
H -3.562 5.194 -0.327
H -0.458 7.128 -0.978
H -1.029 5.499 -1.340
H -1.343 6.140 0.231
H -1.756 6.712 -3.390
H -1.894 8.297 -2.861
H -3.328 7.382 -3.409
H -1.915 8.945 0.508
N 8.267 1.354 -3.184
C 9.507 1.735 -3.365
N 10.063 0.880 -4.088
O 10.103 2.631 -2.796
H 8.128 0.413 -3.524
H 7.844 1.797 -2.381
H 9.583 0.089 -4.493
H 11.043 0.952 -4.322
N -4.028 -5.200 8.180
C -4.299 -4.238 7.313
N -5.473 -3.718 7.588
O -3.557 -3.774 6.470
H -3.181 -5.745 8.260
H -4.775 -5.431 8.819
H -5.802 -2.935 7.041
H -6.081 -3.979 8.351
N 3.088 0.518 8.800
C 2.004 0.254 8.089
N 1.818 -0.999 8.079
O 1.334 1.083 7.525
H 3.396 -0.040 9.583
H 3.165 1.524 8.837
H 0.949 -1.385 7.737
H 2.308 -1.647 8.678
N 1.226 -8.136 4.316
C 2.386 -8.647 4.027
N 2.366 -8.979 2.766
O 3.247 -8.895 4.899
H 0.687 -7.659 3.607
H 1.120 -8.027 5.314
H 1.601 -8.673 2.181
H 3.190 -9.426 2.390
N 1.529 -1.179 -0.239
C 0.523 -1.640 0.437
N 0.194 -0.788 1.370
O 0.085 -2.738 0.268
H 2.011 -1.815 -0.858
H 1.911 -0.297 0.073
H -0.308 -1.178 2.154
H 0.658 0.105 1.451
N -6.005 -1.785 -0.056
C -6.790 -2.114 -1.010
N -6.401 -3.191 -1.648
O -7.792 -1.508 -1.229
H -6.352 -1.059 0.554
H -5.130 -2.246 0.151
H -7.112 -3.396 -2.335
H -5.492 -3.625 -1.563
N 6.191 -6.670 -4.543
C 6.618 -5.597 -3.939
N 7.397 -5.929 -2.944
O 6.311 -4.459 -4.262
H 6.799 -7.475 -4.499
H 5.581 -6.564 -5.341
H 7.525 -6.930 -2.933
H 7.884 -5.338 -2.285
N 7.833 4.366 2.590
C 6.708 3.828 3.026
N 6.535 4.055 4.297
O 5.981 3.262 2.219
H 8.114 4.328 1.620
H 8.375 4.822 3.310
H 7.289 4.531 4.772
H 5.655 3.819 4.734
C -2.709 -9.665 -3.890
C -1.753 -8.573 -3.404
O -1.753 -8.574 -2.053
H -2.365 -10.686 -3.725
H -2.778 -9.602 -4.976
H -3.708 -9.483 -3.494
H -2.221 -7.635 -3.702
H -0.747 -8.657 -3.814
H -1.673 -7.654 -1.790
C -1.494 -1.028 -6.096
C -0.046 -0.819 -6.583
O 0.026 -1.237 -7.955
H -1.562 -0.944 -5.011
H -1.819 -2.040 -6.335
H -2.181 -0.375 -6.635
H 0.683 -1.463 -6.091
H 0.162 0.249 -6.523
H -0.182 -0.464 -8.486
*
```

Entry 4:
Density functional theory data (ωB97M-V/def2-TZVPD) for a 2-piece molecular cluster, C2H2OS overall at a distorted geometry.

HOMO energy (alpha / beta): -9.30 / -9.52 eV
energy relative to the best compared isomer or geometry (same formula, charge and spin): 3.534 eV

```
! wB97M-V def2-TZVPD RIJCOSX def2/J DEFGRID3
* xyz 0 1
C 1.749 0.672 0.140
C 0.677 -0.127 0.287
O 2.317 1.706 0.061
S 2.173 -1.014 -0.091
H 0.074 -0.593 1.123
H -0.562 0.715 -0.918
*
```

Entry 5:
Density functional theory data (ωB97M-V/def2-TZVPD) for C5H9CrO3 as an isolated structure at a distorted geometry.

HOMO energy (alpha / beta): -16.35 / -18.76 eV

```
! wB97M-V def2-TZVPD RIJCOSX def2/J DEFGRID3
* xyz 2 6
H -1.810 -0.436 -0.222
O -0.320 0.335 -1.270
O 0.538 0.145 0.794
O 0.014 2.193 -0.080
C -1.584 -0.397 -1.355
C 1.493 0.554 1.520
C -1.457 -1.677 -2.123
C 1.956 -0.251 2.619
C -0.062 0.994 -0.195
H -2.266 0.328 -1.809
H 1.910 1.546 1.297
H -1.817 -2.489 -1.478
H -2.085 -1.653 -3.023
H -0.418 -1.884 -2.408
H 3.051 -0.349 2.490
H 1.851 0.359 3.535
H 1.454 -1.218 2.693
Cr -0.447 3.900 -0.985
*
```

Entry 6:
Density functional theory data (ωB97M-V/def2-TZVPD) for a 12-piece molecular cluster, C30H65Cl22FN4O6P2 overall at a distorted geometry.

SMILES string: [H]/N=C(\N)NCCCCO[P@](=O)(O[C@H](F)CC)OP(=N)(O)O.ClCCCl.ClCCCl.ClCCCl.ClCCCl.ClCCCl.ClCCCl.ClCCCl.ClCCCl.ClCCCl.ClCCCl.ClCCCl
HOMO energy: -9.23 eV

```
! wB97M-V def2-TZVPD RIJCOSX def2/J DEFGRID3
* xyz 0 1
H 0.424 8.278 0.560
N 0.074 7.636 -0.206
C 0.658 6.419 0.049
N 1.617 6.329 1.254
N 0.489 5.148 -0.756
C -0.776 5.148 -1.592
C -0.745 3.717 -2.455
C -1.574 2.515 -1.640
C -1.304 1.016 -2.325
O -0.402 0.217 -1.481
P -0.049 -1.336 -2.196
O -0.674 -1.466 -3.677
O -0.842 -2.629 -1.270
C -0.072 -3.885 -1.383
F -0.280 -4.576 -2.700
C -0.732 -4.916 -0.243
C -0.122 -4.553 1.270
O 1.665 -1.572 -2.380
P 2.541 -0.075 -2.508
N 1.955 0.886 -3.670
O 2.529 0.845 -1.004
O 4.222 -0.473 -2.868
H 1.182 5.598 1.887
H 2.497 5.929 0.818
H 1.344 4.978 -1.335
H -1.775 5.193 -0.940
H -0.797 6.029 -2.394
H 0.389 3.382 -2.614
H -1.305 3.911 -3.469
H -2.725 2.784 -1.802
H -1.297 2.494 -0.485
H -2.388 0.537 -2.438
H -0.865 1.250 -3.406
H 1.063 -3.787 -1.100
H -0.409 -6.027 -0.454
H -1.899 -4.820 -0.281
H -0.992 -4.488 2.051
H 0.482 -3.554 1.131
H 0.626 -5.389 1.657
H 1.122 0.460 -4.130
H 2.516 1.836 -1.249
H 4.464 0.087 -3.674
Cl 3.245 2.260 -9.545
C 2.276 2.572 -8.084
C 3.127 3.071 -6.926
Cl 4.215 1.808 -6.298
H 1.745 1.651 -7.826
H 1.533 3.329 -8.352
H 2.482 3.375 -6.096
H 3.737 3.932 -7.216
Cl -2.746 -4.246 4.637
C -2.239 -2.610 5.127
C -1.881 -1.737 3.935
Cl -0.390 -2.281 3.127
H -1.398 -2.709 5.821
H -3.079 -2.169 5.672
H -1.705 -0.710 4.266
H -2.685 -1.722 3.191
Cl -4.325 6.338 -1.037
C -4.146 8.051 -1.490
C -4.296 8.268 -2.988
Cl -2.938 7.573 -3.907
H -3.174 8.399 -1.128
H -4.925 8.603 -0.955
H -4.313 9.339 -3.208
H -5.224 7.828 -3.368
Cl 6.397 4.271 -7.518
C 6.998 5.687 -6.619
C 5.998 6.176 -5.583
Cl 4.549 6.892 -6.332
H 7.244 6.470 -7.343
H 7.924 5.378 -6.125
H 6.454 6.957 -4.966
H 5.674 5.367 -4.921
Cl 6.584 4.751 -2.982
C 8.007 4.876 -1.917
C 8.800 6.150 -2.164
Cl 9.614 6.139 -3.748
H 8.622 3.983 -2.066
H 7.634 4.864 -0.888
H 9.582 6.253 -1.406
H 8.161 7.038 -2.116
Cl 5.251 7.992 4.832
C 3.568 7.785 5.380
C 2.614 7.537 4.222
Cl 2.417 8.977 3.192
H 3.285 8.674 5.952
H 3.560 6.927 6.058
H 1.621 7.285 4.606
H 2.954 6.711 3.589
Cl -2.880 -4.666 8.109
C -4.563 -4.873 8.656
C -5.517 -5.121 7.499
Cl -5.714 -3.681 6.469
H -4.846 -3.984 9.228
H -4.571 -5.731 9.335
H -6.510 -5.373 7.883
H -5.177 -5.947 6.866
Cl -4.072 -7.742 6.904
C -4.567 -8.988 5.731
C -3.756 -8.923 4.447
Cl -4.116 -7.460 3.497
H -5.638 -8.866 5.538
H -4.418 -9.957 6.217
H -3.997 -9.780 3.811
H -2.680 -8.941 4.649
Cl 1.346 3.628 3.672
C -0.337 3.420 4.219
C -1.291 3.173 3.061
Cl -1.488 4.613 2.032
H -0.620 4.310 4.791
H -0.345 2.562 4.898
H -2.284 2.920 3.446
H -0.951 2.347 2.429
Cl -3.181 -7.575 -0.233
C -2.832 -8.252 -1.844
C -2.011 -9.530 -1.764
Cl -0.349 -9.226 -1.202
H -2.324 -7.483 -2.433
H -3.798 -8.460 -2.315
H -1.932 -9.983 -2.756
H -2.469 -10.262 -1.091
Cl -3.461 -12.235 2.456
C -3.957 -13.481 1.283
C -3.145 -13.416 -0.001
Cl -3.505 -11.953 -0.951
H -5.027 -13.359 1.090
H -3.807 -14.450 1.769
H -3.386 -14.273 -0.637
H -2.069 -13.434 0.200
*
```